# C11H24ClIN4OPRe

A molecular structure, C11H24ClIN4OPRe at a distorted geometry (ωB97M-V/def2-TZVPD, OMol25).

```
44
Properties=species:S:1:pos:R:3:nbo_charge:R:1
C 4.551 2.361 0.742 -0.40
I 2.433 1.617 0.288 0.42
H 5.229 1.535 0.548 0.27
H 4.514 2.665 1.788 0.27
H 4.691 3.207 0.065 0.27
Re 0.434 0.273 0.066 0.39
P 0.029 0.739 -2.086 1.21
C -0.649 2.387 -2.502 -0.95
C 1.530 0.611 -3.118 -0.94
H -0.851 -1.390 -2.816 0.27
H -1.158 -0.105 -4.036 0.29
H -2.157 -0.194 -2.554 0.26
C -1.153 -0.348 -2.966 -0.94
H 1.919 -0.408 -3.040 0.28
H 1.290 0.834 -4.163 0.29
H -0.673 2.502 -3.591 0.29
H -0.018 3.161 -2.051 0.25
H 2.288 1.312 -2.755 0.24
H -1.666 2.466 -2.099 0.26
C -0.583 1.872 0.542 0.50
O -1.158 2.858 0.838 -0.35
Cl 0.979 -1.973 -0.705 -0.37
C -1.375 -1.763 1.615 -0.12
N -0.252 -0.802 1.886 -0.53
C 0.918 -1.566 2.453 -0.12
N 0.540 -2.320 3.679 -0.33
C -0.583 -3.230 3.344 -0.13
N -1.758 -2.507 2.835 -0.22
C -2.190 -1.547 3.864 -0.14
N -1.113 -0.583 4.205 -0.08
C -0.738 0.134 2.959 -0.12
C 0.071 -1.334 4.675 -0.13
H -1.056 -2.485 0.854 0.28
H -2.241 -1.172 1.289 0.23
H 1.704 -0.844 2.710 0.23
H 1.271 -2.296 1.715 0.28
H -0.880 -3.752 4.263 0.26
H -0.246 -3.949 2.588 0.27
H -3.060 -0.996 3.488 0.25
H -2.458 -2.101 4.773 0.27
H 0.062 0.851 3.194 0.25
H -1.651 0.644 2.622 0.25
H -0.208 -1.874 5.590 0.26
H 0.891 -0.631 4.878 0.25
```

Its multiplicity is 4. The net charge is +3. The LUMO energy (spin up / spin down) is -13.07 / -13.77 eV. As for the frontier orbital gap (spin up / spin down): 5.7110 / 5.2378 eV. The total energy comes out at -51814.162 eV. The calculation puts the highest occupied orbital energy (spin up / spin down) at -18.78 / -19.01 eV.